# 1
Here is the molecule C22H32N4O3 from the Open Molecules 2025 dataset. Energies are from the ωB97M-V functional and the def2-TZVPD basis.

Geometry (Å):
C (-8.18544, -1.74390, 0.81929)
O (-7.64801, -0.51961, 0.39274)
C (-6.30004, -0.45839, 0.14352)
C (-5.40615, -1.51063, 0.29162)
C (-4.06509, -1.33214, 0.01044)
C (-3.55270, -0.10245, -0.41345)
N (-2.20852, 0.00838, -0.74398)
C (-1.20119, -0.55594, 0.13485)
C (-0.74960, 0.48246, 1.17939)
N (-0.25700, 1.72559, 0.60074)
C (1.11152, 1.62439, 0.09129)
C (1.49019, 2.72320, -0.90754)
C (2.97375, 2.63592, -1.26927)
C (3.85018, 2.68750, -0.01922)
N (3.44019, 1.61572, 0.86957)
C (4.18162, 0.49043, 0.89402)
O (5.31763, 0.45379, 0.45066)
C (3.56682, -0.79086, 1.47997)
N (3.79882, -1.86566, 0.54708)
C (5.04364, -2.59963, 0.49781)
C (5.03086, -3.24433, -0.89369)
C (3.55114, -3.26949, -1.27479)
C (2.94985, -2.13895, -0.45924)
O (1.87993, -1.58934, -0.64008)
C (2.07055, 1.77142, 1.29478)
C (-1.27969, 2.24395, -0.29378)
C (-1.69863, 1.21559, -1.35791)
C (-4.46969, 0.94523, -0.56386)
C (-5.81012, 0.76777, -0.29564)
H (-9.25251, -1.56947, 0.95133)
H (-8.03914, -2.53216, 0.07249)
H (-7.75260, -2.06568, 1.77316)
H (-5.73949, -2.48452, 0.61562)
H (-3.40838, -2.18323, 0.10524)
H (-1.59324, -1.42672, 0.65579)
H (-0.34766, -0.87544, -0.46967)
H (0.01774, 0.04108, 1.81519)
H (-1.60636, 0.74281, 1.81115)
H (1.30359, 0.64677, -0.37720)
H (0.90609, 2.62873, -1.82347)
H (1.28228, 3.69890, -0.46121)
H (3.23979, 3.45439, -1.93969)
H (3.16450, 1.69398, -1.78811)
H (4.90094, 2.53879, -0.27048)
H (3.73234, 3.64378, 0.49866)
H (4.04950, -1.02870, 2.43162)
H (2.48874, -0.71719, 1.61196)
H (5.88315, -1.91534, 0.63182)
H (5.06055, -3.35194, 1.29755)
H (5.48182, -4.23453, -0.88940)
H (5.58288, -2.61611, -1.59282)
H (3.37019, -3.12299, -2.33762)
H (3.06547, -4.20014, -0.97273)
H (1.82660, 1.07399, 2.09175)
H (1.95767, 2.78026, 1.70522)
H (-0.94305, 3.17055, -0.75507)
H (-2.14628, 2.47773, 0.33388)
H (-2.43941, 1.62996, -2.04145)
H (-0.82035, 0.92580, -1.94609)
H (-4.14602, 1.92133, -0.88851)
H (-6.50415, 1.58530, -0.41420)

Output
**Charge**: 0
**ΔE to the lowest compared entry with this formula, charge and spin**: 58.98 kcal/mol
**Lowest unoccupied orbital energy**: 0.769 eV
**HOMO**: -6.861 eV


# 2
Here is a structure of composition C22H32N4O4PdS2Si from the Open Molecules 2025 dataset. Energies are from the ωB97M-V functional and the def2-TZVPD basis.

Geometry (Å):
Pd (0.02336, -0.16222, 0.22745)
N (-2.55263, -3.76547, 1.53594)
C (-1.68473, -2.81848, 1.10618)
S (-1.27773, -1.50747, 2.09276)
N (-1.22630, -3.05289, -0.14455)
N (-0.40125, -2.13229, -0.58909)
C (0.06327, -2.37900, -1.91027)
C (-0.14614, -3.67372, -2.56248)
C (0.26028, -4.85860, -1.94587)
C (0.06639, -6.07615, -2.57298)
C (-0.55077, -6.13166, -3.81667)
C (-0.96874, -4.96191, -4.43211)
C (-0.76512, -3.73969, -3.80988)
C (0.76358, -1.32002, -2.49808)
C (1.39801, -1.40529, -3.76598)
C (2.07998, -0.32583, -4.26141)
C (2.15440, 0.84808, -3.50349)
C (1.54238, 0.86527, -2.26243)
N (0.87281, -0.16561, -1.76042)
H (-2.83086, -3.77393, 2.50034)
H (-2.65071, -4.60029, 0.98252)
H (0.73463, -4.81654, -0.97459)
H (0.39673, -6.98632, -2.09016)
H (-0.70893, -7.08638, -4.30101)
H (-1.45883, -4.99863, -5.39591)
H (-1.10584, -2.82693, -4.28265)
H (1.34523, -2.33079, -4.31948)
H (2.56456, -0.38856, -5.22655)
H (2.67889, 1.72611, -3.84881)
H (1.59261, 1.75026, -1.64237)
C (0.87412, 2.97560, 0.92324)
Si (0.02662, 1.57480, 1.94092)
C (-1.70718, 2.27785, 2.39446)
C (-2.21286, 1.75892, 3.74718)
C (-2.71837, 1.85584, 1.31779)
C (-1.68050, 3.81284, 2.46616)
C (1.28527, 1.28656, 3.35858)
C (0.77959, 0.38292, 4.48709)
C (2.50446, 0.59788, 2.72179)
C (1.74318, 2.61618, 3.97680)
H (0.92965, 3.92304, 1.46634)
H (-0.75601, 3.48915, -0.12206)
H (1.88240, 2.71100, 0.61031)
H (-2.19841, 0.67115, 3.81888)
H (-3.24883, 2.08360, 3.88767)
H (-1.63279, 2.16520, 4.57609)
H (-2.75545, 0.77190, 1.19108)
H (-2.51428, 2.29425, 0.33458)
H (-3.72027, 2.19733, 1.59974)
H (-0.94905, 4.18560, 3.18487)
H (-2.66200, 4.18240, 2.77967)
H (-1.46265, 4.28531, 1.50327)
H (0.36912, -0.55985, 4.12312)
H (0.02219, 0.87254, 5.09664)
H (1.61929, 0.14023, 5.14673)
H (2.24662, -0.38838, 2.32759)
H (3.28462, 0.46488, 3.47823)
H (2.93942, 1.18115, 1.90727)
H (0.91721, 3.16563, 4.43309)
H (2.23032, 3.27250, 3.25384)
H (2.47389, 2.41629, 4.76771)
O (2.16159, 4.21783, -1.62630)
S (0.86167, 4.76981, -1.42826)
O (-0.10353, 4.65020, -2.46672)
O (0.15786, 3.24063, -0.33436)
O (0.69520, 5.79401, -0.44966)

Output
**Charge**: 0
**2S+1**: 5
**ΔE to the lowest compared entry with this formula, charge and spin**: 80.33 kcal/mol
**Lowest unoccupied orbital energy (alpha / beta)**: 0.509 / -2.131 eV
**HOMO (alpha / beta)**: -6.290 / -8.705 eV
**⟨S²⟩**: 6.0395


# 3
Here is the molecule C22H32N4O4S in a non-equilibrium geometry from the Open Molecules 2025 dataset. Energies are from the ωB97M-V functional and the def2-TZVPD basis.

Geometry (Å):
C (4.70486, 1.42045, -1.21132)
N (4.66125, 1.51276, 0.22449)
C (3.59633, 2.31441, 0.77205)
S (4.98449, 0.07998, 1.01630)
O (6.20371, -0.44003, 0.47135)
O (4.90251, 0.33430, 2.42113)
C (3.65538, -1.03124, 0.53567)
C (3.91761, -2.04525, -0.37664)
C (2.91028, -2.89134, -0.78046)
C (1.60318, -2.72200, -0.29518)
C (1.34190, -1.67779, 0.61417)
C (2.38939, -0.85154, 1.03106)
C (-0.00987, -1.40777, 1.13630)
O (-0.20950, -0.47656, 1.91327)
C (-1.02051, -2.31132, 0.62966)
C (-2.48292, -2.20721, 0.94949)
O (-3.27762, -3.01954, 0.49560)
N (-2.81840, -1.18837, 1.75111)
C (-4.19700, -0.84432, 1.99331)
C (-4.81357, -0.05052, 0.83555)
C (-4.16810, 1.32394, 0.64287)
N (-2.73369, 1.25424, 0.42788)
C (-2.34157, 0.73993, -0.86821)
C (-2.28305, 1.75019, -2.02600)
C (-1.18705, 2.82323, -1.89682)
C (-0.09021, 2.46844, -0.89300)
C (-0.55850, 2.46211, 0.57625)
C (-2.07054, 2.49121, 0.79749)
C (-0.67144, -3.31207, -0.22301)
N (0.57297, -3.54547, -0.68474)
C (0.80863, -4.65210, -1.58325)
H (5.52870, 0.75952, -1.46850)
H (3.76953, 1.02568, -1.63106)
H (4.89149, 2.40858, -1.63252)
H (3.63386, 2.20647, 1.85279)
H (2.61080, 2.00785, 0.40158)
H (3.76356, 3.35999, 0.50993)
H (4.92674, -2.15846, -0.73957)
H (3.13843, -3.68216, -1.47549)
H (2.17876, -0.08517, 1.76050)
H (-2.10767, -0.49141, 1.95258)
H (-4.75602, -1.77680, 2.11485)
H (-4.24664, -0.26725, 2.91863)
H (-4.72883, -0.65144, -0.07026)
H (-5.87631, 0.09638, 1.03696)
H (-4.33112, 1.90569, 1.55469)
H (-4.68713, 1.84909, -0.17906)
H (-1.36375, 0.26364, -0.75521)
H (-3.04341, -0.04961, -1.14315)
H (-3.25817, 2.23154, -2.12652)
H (-2.11532, 1.17234, -2.93774)
H (-0.72180, 2.97196, -2.87471)
H (-1.62489, 3.78110, -1.61089)
H (0.33008, 1.49603, -1.16167)
H (0.71404, 3.20047, -1.00406)
H (-0.16802, 1.58445, 1.09118)
H (-0.15475, 3.34307, 1.07975)
H (-2.24049, 2.63265, 1.87085)
H (-2.51059, 3.36224, 0.28347)
H (-1.45820, -3.97145, -0.56654)
H (1.54188, -5.34051, -1.15930)
H (-0.12382, -5.18983, -1.73801)
H (1.17012, -4.29541, -2.54987)

Output
**Charge**: 0
**ΔE to the lowest compared entry with this formula, charge and spin**: 34.87 kcal/mol
**Lowest unoccupied orbital energy**: -0.194 eV
**HOMO**: -7.990 eV


DFT total energy values, unit eV, following the record order: -35436.791, -70508.537, -48319.600.